ORCA calculation (ωB97M-V/def2-TZVPD) on a molecular structure, C7H10.

Each line ends with the Mulliken charge.
Cartesian coordinates (Å):
C 2.01077 -0.05989 -0.00454  -1.644
C 0.49890 0.00490 0.05165  0.787
C -0.48804 -0.77072 1.00578  -0.583
C -1.50623 -0.34970 -0.10308  -0.363
C -0.34593 -0.60301 -1.09900  -0.585
C -1.43958 1.17133 0.05665  -0.558
C -0.13167 1.39995 0.16538  -0.597
H 2.33638 0.35163 -0.96952  0.334
H 2.48676 0.54137 0.77823  0.372
H 2.39592 -1.08264 0.05913  0.358
H -0.65586 -0.34712 2.00101  0.288
H -0.33107 -1.85487 1.06589  0.298
H -2.48170 -0.82561 -0.22328  0.478
H -0.34793 -0.07447 -2.05809  0.304
H -0.13338 -1.67083 -1.23920  0.297
H -2.27756 1.85346 0.13779  0.416
H 0.41023 2.31622 0.37518  0.398

* energy relative to the best compared isomer or geometry (same formula, charge and spin): 1.884 eV
* LUMO: 1.056 eV
* molar mass: 94.16 Da
* E_tot: -7419.1506 eV

---

ORCA calculation (ωB97M-V/def2-TZVPD) on 2 unconnected molecules or ions with the total composition C2H3N3.

Each line ends with the Mulliken charge.
Cartesian coordinates (Å):
C -0.87065 -0.62394 2.52443  -0.141
C 0.34200 0.33781 -1.28764  -0.540
N -1.86457 -0.17191 2.83215  -0.374
N 0.75910 -0.80951 0.79362  -0.203
N 0.34156 -0.03426 0.05411  0.415
H 1.06306 1.19426 -1.21361  0.281
H -0.66067 0.51003 -1.69179  0.280
H 0.89017 -0.40249 -2.01127  0.282

* energy relative to the best compared isomer or geometry (same formula, charge and spin): 5.076 eV
* LUMO (alpha / beta): -1.663 / -2.108 eV
* molar mass: 69.07 Da
* E_tot: -6587.4997 eV

---

ORCA calculation (ωB97M-V/def2-TZVPD) on 2 unconnected molecules or ions with the total composition C5H12OS.

Each line ends with the Mulliken charge.
Cartesian coordinates (Å):
C 2.13917 1.50526 0.51744  -1.033
C -2.25771 -1.21286 -0.12022  -0.572
C -4.35507 0.15065 -0.42078  -0.867
C 3.92901 -0.30912 -0.37387  -0.844
C -3.20576 -0.07157 0.24192  0.046
O 1.60443 -1.25684 0.53572  -0.563
S 2.06733 -0.21145 -0.37172  0.478
H 2.69737 1.37778 1.54389  0.293
H 2.59514 2.15265 -0.08098  0.403
H -1.27581 -0.87284 -0.07477  -0.007
H -2.43369 -1.89112 0.72434  0.230
H -2.53940 -1.57979 -1.09064  0.314
H -4.71125 -0.34198 -1.35350  0.189
H 1.18306 1.74645 0.72098  0.336
H -5.04051 0.83076 -0.13563  0.305
H 4.15344 -1.30040 -0.72468  0.357
H 4.20876 0.55131 -1.09417  0.303
H 4.12170 0.06118 0.64056  0.262
H -2.88021 0.67194 0.91609  0.370

* energy relative to the best compared isomer or geometry (same formula, charge and spin): 3.170 eV
* LUMO: 0.789 eV
* molar mass: 120.22 Da
* E_tot: -18259.2956 eV

---

ORCA calculation (ωB97M-V/def2-TZVPD) on 2 unconnected molecules or ions with the total composition C2H8.

Each line ends with the Mulliken charge.
Cartesian coordinates (Å):
C 3.13570 4.82876 11.24944  -0.880
H 3.65366 4.11922 11.91146  0.217
H 3.78289 5.69904 11.06572  0.216
H 2.20161 5.16061 11.72625  0.216
H 2.90397 4.33618 10.29358  0.231
C 4.04123 8.20443 16.99989  -0.845
H 3.91897 7.49478 16.16835  0.201
H 4.23452 9.21029 16.59878  0.215
H 4.88814 7.89119 17.62808  0.215
H 3.12297 8.22160 17.60528  0.215

* energy relative to the best compared isomer or geometry (same formula, charge and spin): 0.015 eV
* LUMO: 1.053 eV
* SMILES string: C.C
* molar mass: 32.09 Da
* E_tot: -2203.6189 eV